# 1
{"formula": "C27H78O33P6S3", "method": "the ωB97M-V functional and the def2-TZVPD basis", "orbital_gap_ev": 10.20, "e_homo_ha": -0.3879, "total_energy_ev": -185079.9292, "de_lowest_ev": 0.000, "smiles": "CCOS(C)(=O)=O.CCOS(C)(=O)=O.CCOS(C)(=O)=O.COP(=O)(OC)OC.COP(=O)(OC)OC.COP(=O)(OC)OC.COP(=O)(OC)OC.COP(=O)(OC)OC.COP(=O)(OC)OC", "species": ["O", "S", "O", "O", "C", "C", "C", "H", "H", "H", "H", "H", "H", "H", "H", "O", "S", "O", "O", "C", "C", "C", "H", "H", "H", "H", "H", "H", "H", "H", "O", "S", "O", "O", "C", "C", "C", "H", "H", "H", "H", "H", "H", "H", "H", "C", "O", "P", "O", "O", "C", "O", "C", "H", "H", "H", "H", "H", "H", "H", "H", "H", "C", "O", "P", "O", "O", "C", "O", "C", "H", "H", "H", "H", "H", "H", "H", "H", "H", "C", "O", "P", "O", "O", "C", "O", "C", "H", "H", "H", "H", "H", "H", "H", "H", "H", "C", "O", "P", "O", "O", "C", "O", "C", "H", "H", "H", "H", "H", "H", "H", "H", "H", "C", "O", "P", "O", "O", "C", "O", "C", "H", "H", "H", "H", "H", "H", "H", "H", "H", "C", "O", "P", "O", "O", "C", "O", "C", "H", "H", "H", "H", "H", "H", "H", "H", "H"], "xyz": [[-2.688, 3.722, 1.811], [-4.068, 3.690, 1.304], [-5.214, 4.288, 1.992], [-4.021, 4.381, -0.216], [-2.993, 3.989, -1.155], [-3.571, 3.369, -2.454], [-4.508, 1.984, 0.836], [-2.254, 3.366, -0.650], [-2.393, 4.863, -1.410], [-2.771, 3.020, -3.108], [-4.197, 4.076, -2.998], [-4.235, 2.530, -2.247], [-5.483, 2.044, 0.353], [-4.578, 1.415, 1.763], [-3.780, 1.522, 0.170], [-0.246, 6.422, -5.272], [0.677, 5.309, -5.214], [1.209, 4.790, -3.961], [-0.139, 3.997, -5.978], [0.341, 2.702, -5.844], [-0.702, 1.645, -6.097], [2.056, 5.534, -6.407], [0.690, 2.575, -4.820], [1.255, 2.658, -6.436], [-1.081, 1.607, -7.118], [-1.485, 1.817, -5.358], [-0.204, 0.697, -5.891], [2.553, 6.486, -6.225], [1.696, 5.466, -7.434], [2.708, 4.706, -6.127], [-5.152, -0.456, 3.000], [-5.682, -1.601, 3.725], [-6.684, -2.525, 3.107], [-4.470, -2.502, 4.447], [-3.092, -2.298, 4.006], [-2.485, -1.354, 4.989], [-6.438, -0.899, 5.212], [-3.034, -1.905, 2.991], [-2.432, -3.156, 4.133], [-2.427, -1.800, 5.982], [-3.194, -0.546, 5.173], [-1.524, -0.983, 4.633], [-5.668, -0.450, 5.838], [-6.802, -1.797, 5.712], [-7.183, -0.184, 4.862], [0.640, 3.161, -0.955], [-0.257, 2.127, -0.720], [0.239, 0.631, -0.342], [1.508, 0.512, 0.455], [-1.044, 0.009, 0.492], [-1.372, 0.376, 1.772], [0.206, -0.217, -1.710], [-1.019, -0.234, -2.422], [0.448, 4.087, -0.412], [0.736, 3.430, -2.007], [1.641, 2.921, -0.598], [-1.063, 1.413, 1.903], [-0.766, -0.241, 2.436], [-2.418, 0.248, 2.052], [-1.431, -1.226, -2.241], [-0.796, -0.199, -3.488], [-1.757, 0.479, -2.054], [-3.807, -3.761, 0.714], [-3.694, -2.418, 0.289], [-4.868, -1.584, -0.562], [-4.437, -0.351, -1.230], [-5.478, -2.724, -1.557], [-4.825, -3.170, -2.676], [-6.034, -1.404, 0.521], [-7.336, -0.838, 0.149], [-4.825, -4.149, 0.694], [-3.596, -3.824, 1.781], [-3.121, -4.418, 0.180], [-3.791, -2.827, -2.643], [-5.285, -2.880, -3.620], [-4.781, -4.258, -2.615], [-7.447, -0.763, -0.933], [-7.384, 0.190, 0.509], [-8.142, -1.475, 0.513], [5.279, -4.650, 2.692], [5.704, -3.331, 2.584], [5.633, -2.630, 1.117], [6.212, -3.413, -0.024], [4.051, -2.130, 0.968], [3.435, -1.521, 2.089], [6.425, -1.255, 1.342], [6.629, -0.323, 0.298], [4.275, -4.621, 3.116], [6.014, -5.220, 3.260], [5.174, -5.152, 1.730], [2.540, -2.090, 2.345], [3.160, -0.479, 1.928], [4.058, -1.681, 2.969], [5.904, -0.419, -0.510], [7.678, -0.425, 0.018], [6.611, 0.716, 0.627], [4.364, -1.932, -6.016], [4.235, -1.336, -4.692], [2.710, -0.995, -4.217], [1.756, -0.656, -5.302], [2.265, -2.240, -3.293], [2.940, -2.535, -2.032], [3.013, 0.167, -3.167], [3.479, 1.406, -3.596], [5.219, -2.606, -6.065], [4.600, -1.108, -6.689], [3.445, -2.456, -6.279], [3.195, -3.579, -1.846], [2.293, -2.180, -1.230], [3.883, -2.005, -1.902], [4.557, 1.529, -3.698], [3.160, 2.187, -2.906], [2.983, 1.599, -4.547], [3.901, 2.664, 1.911], [4.412, 4.021, 2.011], [3.534, 5.285, 1.482], [2.809, 5.111, 0.205], [4.660, 6.451, 1.510], [5.522, 6.659, 2.531], [2.592, 5.691, 2.743], [1.435, 5.052, 3.122], [4.520, 2.126, 1.193], [2.828, 2.589, 1.733], [4.061, 2.111, 2.836], [6.155, 7.431, 2.093], [6.101, 5.770, 2.779], [5.076, 7.057, 3.443], [0.565, 5.300, 2.514], [1.221, 5.313, 4.159], [1.464, 3.963, 3.097], [-0.082, -2.988, 0.665], [0.297, -4.356, 0.828], [-0.255, -5.138, 2.176], [-1.624, -5.653, 2.015], [0.829, -6.255, 2.421], [0.598, -7.447, 3.104], [0.015, -4.108, 3.404], [0.092, -4.565, 4.746], [-0.943, -3.061, 0.001], [0.702, -2.487, 0.097], [-0.313, -2.449, 1.584], [1.479, -7.752, 3.669], [0.411, -8.245, 2.386], [-0.226, -7.366, 3.813], [1.068, -4.348, 5.179], [0.011, -5.648, 4.838], [-0.747, -4.199, 5.339]]}

***

# 2
{"formula": "C3H4ClN3", "method": "the ωB97M-V functional and the def2-TZVPD basis", "orbital_gap_ev": 9.83, "e_homo_ha": -0.3327, "total_energy_ev": -20164.6683, "de_lowest_ev": 3.889, "smiles": "ClN1C=CCN=N1", "species": ["C", "C", "C", "N", "N", "N", "Cl", "H", "H", "H", "H"], "xyz": [[0.235, -0.005, 1.055], [0.075, 1.121, 0.366], [0.197, -1.278, 0.235], [-0.766, -1.349, -0.793], [-0.970, -0.365, -1.411], [0.029, 0.861, -1.033], [-0.463, 2.195, -2.016], [0.223, 0.066, 2.167], [0.099, 2.105, 0.762], [1.108, -1.222, -0.299], [0.232, -2.129, 0.967]]}

***

# 3
{"formula": "C37H51N4OP2V", "method": "the ωB97M-V functional and the def2-TZVPD basis", "orbital_gap_ev": [5.10, 4.46], "e_homo_ha": [-0.3124, -0.3122], "total_energy_ev": -91460.9373, "multiplicity": 4, "de_lowest_ev": 3.916, "charge": 1, "s2": 3.78, "species": ["C", "C", "C", "C", "C", "H", "H", "H", "N", "P", "P", "C", "H", "H", "C", "O", "C", "H", "C", "C", "C", "C", "C", "H", "H", "H", "C", "H", "H", "H", "C", "H", "H", "H", "C", "H", "H", "H", "C", "H", "H", "H", "C", "H", "H", "H", "C", "H", "H", "H", "C", "H", "H", "H", "C", "H", "H", "H", "C", "H", "H", "H", "C", "H", "H", "H", "C", "H", "H", "H", "V", "N", "C", "C", "C", "C", "C", "H", "C", "H", "C", "H", "H", "H", "N", "C", "C", "C", "C", "N", "C", "C", "H", "H", "H", "H"], "xyz": [[-1.775, -1.873, -1.447], [0.381, -2.162, -2.283], [-2.234, -2.938, -2.233], [-0.132, -2.990, -3.324], [-1.435, -3.470, -3.244], [-3.269, -3.220, -2.064], [0.564, -3.368, -4.065], [-1.851, -4.271, -3.868], [-0.502, -1.436, -1.463], [-2.563, 0.559, -0.003], [2.362, -1.129, -0.643], [-2.837, -1.188, -0.558], [-3.763, -1.177, -1.165], [-2.996, -1.837, 0.329], [-0.364, 2.037, 0.545], [-0.578, 3.120, 0.972], [1.793, -2.157, -2.033], [2.390, -2.427, -2.921], [3.741, 0.338, -0.937], [3.155, -2.808, -0.059], [-3.508, 1.532, -1.373], [-3.507, 0.579, 1.670], [3.278, 1.740, -0.496], [2.962, 1.785, 0.556], [4.132, 2.433, -0.603], [2.470, 2.126, -1.129], [5.008, 0.028, -0.131], [4.799, 0.019, 0.949], [5.486, -0.920, -0.411], [5.756, 0.827, -0.294], [3.993, 0.403, -2.451], [4.706, 1.214, -2.682], [4.414, -0.530, -2.842], [3.060, 0.624, -2.993], [3.717, -2.665, 1.353], [2.960, -2.277, 2.043], [4.027, -3.660, 1.706], [4.591, -2.010, 1.407], [2.050, -3.908, -0.023], [1.142, -3.488, 0.433], [1.767, -4.277, -1.023], [2.344, -4.769, 0.608], [4.251, -3.166, -1.104], [4.139, -2.628, -2.057], [5.268, -2.949, -0.744], [4.196, -4.241, -1.337], [-3.372, 1.976, 2.294], [-3.829, 1.952, 3.296], [-2.331, 2.298, 2.405], [-3.910, 2.735, 1.713], [-2.888, -0.464, 2.612], [-2.978, -1.486, 2.229], [-1.836, -0.253, 2.806], [-3.420, -0.430, 3.575], [-5.003, 0.248, 1.533], [-5.398, 0.041, 2.541], [-5.587, 1.088, 1.139], [-5.188, -0.647, 0.923], [-2.960, 1.143, -2.757], [-3.573, 1.624, -3.535], [-1.942, 1.490, -2.902], [-2.989, 0.062, -2.933], [-3.254, 3.014, -1.075], [-2.187, 3.270, -1.032], [-3.723, 3.619, -1.866], [-3.714, 3.317, -0.124], [-5.026, 1.301, -1.457], [-5.299, 0.238, -1.497], [-5.584, 1.799, -0.656], [-5.369, 1.753, -2.404], [-0.032, 0.411, -0.225], [0.205, 1.628, -1.932], [0.126, 2.495, -2.773], [0.656, 2.636, -4.147], [0.822, 3.872, -4.809], [1.095, 1.450, -4.818], [0.987, 3.868, -6.206], [0.779, 4.810, -4.252], [1.318, 1.477, -6.200], [1.221, 0.493, -4.273], [1.202, 2.673, -6.917], [0.874, 4.797, -6.776], [1.557, 0.542, -6.705], [1.287, 2.647, -8.012], [0.483, -1.461, 7.374], [0.511, -1.130, 6.250], [0.535, -0.734, 4.854], [0.649, -1.696, 3.849], [0.532, -1.317, 2.513], [0.427, -0.021, 2.118], [0.501, 0.916, 3.104], [0.448, 0.601, 4.462], [0.814, -2.743, 4.104], [0.482, -2.086, 1.737], [0.595, 1.970, 2.823], [0.357, 1.393, 5.201]]}

***

# 4
{"formula": "C5H7N3O2", "method": "the ωB97M-V functional and the def2-TZVPD basis", "orbital_gap_ev": 9.29, "e_homo_ha": -0.3428, "total_energy_ev": -13855.4244, "de_lowest_ev": 8.764, "smiles": "[H]/N=N\\C/C=C\\C=C=[N+]([O-])O", "species": ["C", "C", "C", "C", "C", "N", "N", "N", "O", "O", "H", "H", "H", "H", "H", "H", "H"], "xyz": [[1.751, 0.853, -0.259], [0.756, 0.867, -1.344], [1.430, 0.807, 1.044], [-0.242, 0.012, -1.347], [0.081, 0.647, 1.702], [-0.007, -0.695, 2.151], [-1.040, -1.279, 1.915], [-1.275, -0.621, -1.708], [-0.882, -1.879, -2.331], [-2.524, -0.535, -1.615], [2.774, 0.704, -0.569], [0.982, 1.650, -2.205], [2.163, 0.659, 1.804], [0.029, 1.284, 2.566], [-0.692, 0.906, 1.088], [-1.592, -2.650, -2.312], [-1.712, -0.728, 1.422]]}

***

# 5
{"formula": "CHF3InMgNO3S2", "method": "the ωB97M-V functional and the def2-TZVPD basis", "orbital_gap_ev": 7.73, "e_homo_ha": -0.6683, "total_energy_ev": -49106.7041, "de_lowest_ev": 0.000, "charge": 2, "species": ["Mg", "N", "S", "O", "S", "O", "C", "F", "F", "F", "In", "O", "H"], "xyz": [[-1.261, -2.332, -0.857], [0.261, 0.238, 0.137], [-0.821, 0.657, -0.980], [-1.544, -0.570, -1.601], [0.245, -1.344, 0.884], [1.947, -1.652, 0.575], [-2.212, 1.234, 0.149], [-1.802, 2.296, 0.821], [-2.537, 0.268, 1.000], [-3.267, 1.545, -0.583], [2.275, 0.164, 0.010], [4.046, 0.063, 0.404], [4.669, -0.569, 0.040]]}

***

# 6
{"formula": "C2H7NO", "method": "the ωB97M-V functional and the def2-TZVPD basis", "orbital_gap_ev": 9.49, "e_homo_ha": -0.3206, "total_energy_ev": -5724.3366, "de_lowest_ev": 0.905, "smiles": "C=CO.N", "species": ["N", "H", "H", "H", "C", "C", "O", "H", "H", "H", "H"], "xyz": [[0.288, 1.231, -1.808], [0.843, 2.002, -2.168], [-0.578, 1.649, -1.475], [0.095, 0.612, -2.584], [-0.640, -1.427, 1.772], [0.078, -0.801, 0.848], [0.707, 0.390, 1.071], [-1.170, -2.313, 1.474], [-0.609, -0.994, 2.762], [0.304, -1.226, -0.125], [0.683, 0.878, 0.233]]}